Run P
A molecular structure, C27H16Br6F3NO6Rh, computed with the ωB97M-V functional and the def2-TZVPD basis.

```
! RIJCOSX wB97M-V def2-TZVPD def2/J DEFGRID3
* xyz -1 5
O -2.7740 0.2023 0.6702
C -4.5839 1.5987 1.2969
C 1.8179 -4.9131 1.3611
O 1.4239 0.0880 1.9920
O 1.4180 1.2290 0.0805
C -1.2563 2.0960 -1.8785
C 1.9422 0.8296 1.1372
H -2.5312 -1.1294 2.9222
C 1.7900 -3.8071 0.5077
H 1.1074 -1.9673 -4.4509
H -1.1211 2.1693 -0.7927
Br -6.8167 3.1813 2.0054
C -4.9923 2.7162 1.9712
H -2.0966 1.4276 -2.0643
H 4.0451 2.8884 -4.3118
H 1.8179 -2.1156 -2.8441
C -0.0418 -4.0292 2.6129
C -4.0430 3.5504 2.6493
C 0.9258 -5.0351 2.3873
C 0.8713 -2.7611 0.6339
Br 1.0079 -6.5710 3.5096
H 2.5637 -5.6799 1.2017
C -2.7103 3.2485 2.6292
C -0.0559 -2.9159 1.7450
C -3.2007 1.2273 1.2537
C 0.0193 1.6371 -2.5309
C 0.9701 2.5876 -2.8697
C -1.8983 -3.0290 3.7719
H -0.7713 -1.5855 -3.2219
H 3.3674 0.6149 -4.1839
H -2.6427 -3.0275 4.5548
H 3.6215 3.6865 -2.7974
H 2.8058 -1.5808 -4.2014
C -1.8393 -1.9604 2.8619
H 2.7888 4.1309 -4.2824
H -1.0146 -4.8828 4.3382
C 3.2173 3.2927 -3.7314
Br -4.6515 5.0722 3.5778
N -0.9543 -1.9122 1.9002
Br 3.0895 -3.7031 -0.8661
C 2.1816 2.2407 -3.4486
H 0.7658 3.6280 -2.6447
F 4.2508 0.3819 0.8085
C 0.2876 0.2982 -2.8241
H -1.5082 3.0955 -2.2369
O -1.0153 1.7739 1.8713
O -1.3610 -0.7947 -1.4909
Rh -0.5154 -0.1000 0.6303
O 0.8092 -1.7503 -0.1336
F 3.7240 1.3200 2.6794
C -0.6746 -0.7641 -2.4933
F 3.6874 2.4629 0.8577
C 1.4846 -0.0774 -3.4524
Br -5.7569 0.4465 0.3877
C 3.4077 1.2608 1.3803
C 2.4234 0.9031 -3.7369
Br -1.3937 4.2812 3.4777
C 1.8158 -1.5161 -3.7532
C -2.2248 2.0911 1.9290
C -1.0030 -4.0500 3.6483
*
```

The value obtained for the highest occupied orbital energy (alpha / beta) is -4.948 / -4.903 eV. Its molar mass is 1089.75 g/mol. The gap between HOMO and LUMO (alpha / beta) comes out at 6.94 / 5.52 eV.



Run Q
A molecular structure, C27H16Br6F3NO6Rh, computed with the ωB97M-V functional and the def2-TZVPD basis.

```
! RIJCOSX wB97M-V def2-TZVPD def2/J DEFGRID3
* xyz -1 5
C -0.4026 3.7098 -1.6805
H -0.7732 7.4113 0.3025
H -0.0358 2.6658 -3.5396
H 0.7904 7.4716 -0.5065
Br -0.3978 -1.1975 -5.3184
O 1.6285 -4.2938 1.1463
O -0.6440 0.4059 -0.0903
C -4.1166 -1.6953 -3.4252
Br -5.9263 -1.7149 -3.9271
Br -3.6058 -1.3138 -6.2294
Br 3.8642 -1.6049 5.4577
C 3.2422 -1.5517 3.6655
C 0.1741 3.1318 0.6315
C -0.2434 5.0422 -1.3606
C -1.7823 -1.4670 -4.0828
H 1.1955 1.3734 1.3440
O 1.9389 -1.4138 -0.2622
C -1.3893 -1.6162 -2.7219
C -3.1063 -1.5070 -4.4284
C -0.4960 1.3523 -0.9877
Rh 0.0022 -1.6738 -0.3335
H -0.3965 5.7889 -2.1372
H 5.1998 -1.3809 2.8901
Br -5.0387 -2.0976 -0.7374
F -0.1788 -6.5295 -0.8590
H -1.7375 2.7967 -3.1119
C -0.7682 -1.7779 2.5386
H 0.6313 4.7921 1.8855
H 1.0037 2.6595 2.5506
C 0.8142 -1.7335 4.3370
C 0.0995 5.4674 -0.0737
C 1.4814 -1.5934 2.0425
H 0.6998 7.0880 1.2170
H -0.3656 1.6222 2.0931
C 0.6839 -6.1745 0.0983
O 0.0148 -3.9585 -0.4056
C -0.4795 -1.7984 3.9113
F 0.2737 -6.7709 1.2357
H -1.2911 -1.8705 4.6219
N 0.1844 -1.6872 1.6515
C 0.5175 2.1438 1.7193
H -0.8655 4.2182 -3.7104
C 0.2125 6.9367 0.2519
C 1.8558 -1.6278 3.3946
C 4.1456 -1.4346 2.6568
O -2.0484 -1.9540 -0.4951
C -2.4148 -1.8230 -1.7044
C -3.7762 -1.8514 -2.1061
C 2.4081 -1.4651 0.9737
O -0.1775 -1.5653 -2.3527
C -0.2346 2.7057 -0.6732
Br 5.0075 -1.2052 -0.0588
C -0.7806 3.3272 -3.0865
C 0.8056 -4.6378 0.3081
H -1.7771 -1.8416 2.1495
H 1.0441 -1.7636 5.3941
H -0.5905 1.0925 -2.0429
F 1.8719 -6.7145 -0.2198
C 3.7316 -1.3813 1.3103
C 0.3181 4.4849 0.8900
*
```

The value obtained for the highest occupied orbital energy (alpha / beta) is -2.739 / -5.791 eV. Its molar mass is 1089.75 g/mol. The gap between HOMO and LUMO (alpha / beta) comes out at 4.50 / 5.60 eV.



Ranked by calculated energy, most stable first: run P, run Q.



Run P
2 unconnected molecules or ions with the total composition C6H11NO3, computed with the ωB97M-V functional and the def2-TZVPD basis.

```
! RIJCOSX wB97M-V def2-TZVPD def2/J DEFGRID3
* xyz 0 1
H -3.9841 -1.4295 -0.2877
O 0.7091 -1.3600 0.0240
H -1.8944 2.1205 -0.3180
C 3.4787 0.9147 0.2497
H -3.3334 1.8844 0.7938
C -2.6018 1.4500 0.1403
H 3.1722 1.6615 -0.4804
C 2.8662 -0.4031 -0.1131
H -1.0457 0.2479 -1.2728
O 0.9029 0.5873 -1.0446
H -0.2455 -1.2839 -0.2411
H 4.4244 -1.5316 -0.0311
H 4.5638 0.8476 0.2845
O -1.6509 -0.4349 -0.9232
N 3.4238 -1.5233 -0.2239
C -2.5728 0.1470 -0.0908
C 1.3923 -0.3375 -0.4315
H -2.9465 -1.5596 1.1273
H -4.2612 -0.3699 1.1089
H 3.1069 1.2320 1.2236
C -3.5042 -0.8597 0.5061
*
```

Its SMILES is [H]/N=C(\C)C(=O)O.C=C(C)O. The value obtained for the highest occupied orbital energy is -9.120 eV. Its molar mass is 145.16 g/mol. The gap between HOMO and LUMO comes out at 9.97 eV.



Run Q
2 unconnected molecules or ions with the total composition C6H11NO3, computed with the ωB97M-V functional and the def2-TZVPD basis.

```
! RIJCOSX wB97M-V def2-TZVPD def2/J DEFGRID3
* xyz 0 1
C 3.1121 -1.3642 -0.6447
H -3.4133 2.4715 -0.4788
C -3.4287 1.4608 -0.9370
H -1.8856 2.1869 0.9063
O -3.9936 1.3349 -2.0183
C 2.0100 -1.0252 0.3457
H 4.1149 -1.6678 -0.2786
H 2.3174 -1.0850 1.3867
O 3.5170 0.9003 0.1804
N -2.8874 -0.7994 -0.1647
C 2.6381 0.0470 -0.4872
H 2.0294 0.4952 -1.3227
H 0.9852 -1.3399 0.1330
H -0.8510 0.7310 0.8975
H 2.7326 -1.8566 -1.5533
H -2.2846 0.8504 1.9759
C -2.7298 0.4888 -0.0812
H -2.3677 -2.3602 0.6677
C -1.8779 1.1079 0.9761
O -2.0728 -1.4474 0.8105
H 4.3356 0.8710 -0.3132
*
```

Its SMILES is C/C(C=O)=N\O.OC1CC1. The value obtained for the highest occupied orbital energy is -10.137 eV. Its molar mass is 145.16 g/mol. The gap between HOMO and LUMO comes out at 9.78 eV.



Run R
A single C6H11NO3 molecule, computed with the ωB97M-V functional and the def2-TZVPD basis.

```
! RIJCOSX wB97M-V def2-TZVPD def2/J DEFGRID3
* xyz 0 1
H -1.4935 -0.4652 -0.8282
C -1.4848 1.9621 0.2895
O -0.7641 -0.5968 1.4473
C 0.2597 0.3154 1.0187
O -2.4574 1.4465 1.1218
H 0.4776 1.0374 1.7868
C 1.0148 -1.5331 -0.6821
H 2.0705 -1.1796 1.2379
H -2.1319 0.5271 1.2078
H 0.2247 1.8413 -0.6148
C -0.3576 1.0433 -0.1809
C 1.4720 -0.5991 0.4649
C 0.3998 -0.7151 -1.7916
H 1.8833 -2.1677 -0.9835
N -0.7543 0.0839 -1.2445
O -1.3993 3.2205 0.1797
H 0.1838 -2.1179 -0.1826
H 1.1159 0.0135 -2.2410
H -0.4503 -0.8575 2.3846
H 2.2749 0.1714 0.1480
H -0.0838 -1.4306 -2.5377
*
```

Its SMILES is O=C(O)[C@@H]1NCCC[C@@H]1O. The value obtained for the highest occupied orbital energy is -9.245 eV. Its molar mass is 145.16 g/mol. The gap between HOMO and LUMO comes out at 9.56 eV.



Ranked by calculated energy, most stable first: run P, run R, run Q.



Run P
A single C24H34N2O4 molecule, computed with the ωB97M-V functional and the def2-TZVPD basis.

```
! RIJCOSX wB97M-V def2-TZVPD def2/J DEFGRID3
* xyz 0 1
H 0.4078 -0.4030 1.0411
C -4.4673 -2.1851 1.2641
C -2.1484 -1.6108 0.4334
C -3.5384 -2.1365 0.0429
C 3.1828 0.3629 -1.5871
C 7.4033 0.2971 -0.0230
H -8.6443 3.4645 0.3759
C 0.8748 -0.7651 0.1200
H 7.1942 -0.1699 3.3012
C -5.4386 1.2754 1.8200
C 6.1027 0.6972 -0.2864
H -3.9775 -1.4627 -0.7120
H 3.5391 -0.5470 -1.0790
H -2.6086 -3.4547 -0.9847
C -6.2616 -0.2226 0.1393
H -7.6680 0.6071 -1.2261
C -7.0351 2.0694 0.1978
H -1.0537 0.9918 -0.2920
H -4.0053 -2.8029 2.0386
H 1.5927 -0.7546 -2.5272
H -5.4186 -2.6484 0.9802
H -6.1973 3.2637 1.7651
C 5.5963 0.4706 2.0481
H 5.8180 0.9235 -1.3013
H -2.2427 -0.5801 0.7971
H -0.8942 -1.0183 -2.6028
C 0.1352 -2.0217 -0.3634
H -1.7706 -2.2294 1.2508
N 0.8158 0.3247 -0.8426
C -0.5705 0.5913 -1.1892
O 3.8829 1.1853 0.6273
H 0.6201 -2.4138 -1.2641
H 1.4635 1.0120 -2.6715
C -5.4496 0.0046 1.2426
H 8.1035 0.2308 -0.8439
C -6.2192 2.2866 1.3043
C 9.2316 -0.4426 1.5428
H 9.7348 0.3047 2.1562
H 3.8071 -0.1239 -3.3760
H -2.3735 -0.4131 -1.8450
C -1.3271 -0.6608 -1.6626
H -6.3039 -1.1908 -0.3344
H -4.8081 1.4407 2.6797
H 2.4282 2.0245 -0.4283
C -7.0417 0.8048 -0.3676
C 3.3928 1.5571 -0.6363
O -4.6485 -0.9213 1.8531
H -8.3795 2.8719 -1.2666
C 6.8927 0.0730 2.2923
H 9.2462 -1.3848 2.0889
O 3.9623 0.5881 -2.7456
H -7.2753 4.0574 -0.5574
C 7.8213 -0.0189 1.2594
O -3.4394 -3.4353 -0.4860
H 4.8752 0.5459 2.8469
C -7.8830 3.1780 -0.3494
H 4.0545 2.2799 -1.1271
H -0.6057 1.3615 -1.9619
C 5.1871 0.7916 0.7530
H 0.1727 -2.7990 0.4018
H 1.9164 -0.9938 0.3416
N -1.2562 -1.7601 -0.7067
C 1.7019 0.1988 -1.9788
H 9.7935 -0.5652 0.6203
*
```

Its SMILES is Cc1ccc(OC[C@H](O)CN2CCN(C[C@@H](O)COc3ccc(C)cc3)CC2)cc1. The value obtained for the highest occupied orbital energy is -8.007 eV. Its molar mass is 414.55 g/mol. The gap between HOMO and LUMO comes out at 8.59 eV.



Run Q
A single C24H34N2O4 molecule, computed with the ωB97M-V functional and the def2-TZVPD basis.

```
! RIJCOSX wB97M-V def2-TZVPD def2/J DEFGRID3
* xyz 0 1
H -1.7165 1.3914 -2.0175
C -0.4189 -3.0689 2.0324
H -1.4038 -3.5245 1.9843
H -3.1719 -0.5469 1.2457
H 5.9222 -0.5693 0.2513
N 1.9627 1.0378 0.5797
O 0.9090 -1.4345 3.2123
C -2.7529 1.8198 0.5116
C -1.9234 3.0430 0.1689
H 0.1724 3.5552 0.1480
C -2.9064 -0.5702 0.1853
H 3.9996 -1.4473 1.6853
C -3.2428 -1.9234 -2.7124
H -4.1653 1.1588 -4.8170
C -3.8844 -0.8502 -2.1054
C 2.3967 0.3584 2.9050
C -2.9337 -1.8907 -4.0601
H 0.3279 -3.8462 2.1741
N -2.3336 0.7140 -0.1398
C 0.8388 0.4928 0.0639
C -0.0626 1.5269 -0.6244
H -4.9230 -0.1162 -0.3868
H -1.0610 -0.1708 -1.5055
H 4.9249 0.8484 2.1382
H -4.5507 -1.8487 -0.3342
C -4.2096 0.2572 -2.8781
H -1.1419 -1.3068 3.0663
H 2.3965 -1.6352 0.9650
H -2.1474 -1.3360 0.0169
C -3.2623 -0.7816 -4.8214
H -2.1951 3.8486 0.8508
O 0.5832 -0.6933 0.0623
H -0.3019 2.3512 1.3630
H -3.0235 -0.7561 -5.8745
C -0.4473 2.6738 0.3300
H 3.9733 2.2786 1.7370
H -2.9865 -2.7924 -2.1227
H -0.4907 -2.5759 4.1470
H 1.9988 2.0458 0.5991
H -4.7092 1.0973 -2.4159
C 0.9677 -0.1382 2.9442
H 4.1676 -2.0197 -0.7119
H -2.4367 -2.7330 -4.5193
H 2.4051 1.3704 3.3146
H 5.7487 1.8919 0.0551
C 3.2918 -1.0177 0.9736
C 5.1799 -0.1363 -0.4232
C 4.8451 1.2795 0.0324
C -1.3244 0.8302 -1.1601
H 3.2016 -0.6072 -1.1349
O -3.6685 1.8210 1.3107
H -2.1338 3.3656 -0.8534
H -0.2132 -2.5497 1.1000
C 2.9406 0.3969 1.4493
C -0.3714 -2.0751 3.1818
C 4.2117 1.2591 1.4218
C -3.9027 0.2922 -4.2271
H 5.6116 -0.1117 -1.4253
C 3.9225 -0.9986 -0.4155
O 0.0159 0.5797 2.7645
H 4.1514 1.7304 -0.6802
H 0.4985 1.9168 -1.4818
C -4.1735 -0.8690 -0.6339
H 3.0251 -0.2914 3.5111
*
```

Its SMILES is CCOC(=O)CC1(NC(=O)[C@@H]2CCC(=O)N(CCc3ccccc3)C2)CCCCC1. The value obtained for the highest occupied orbital energy is -8.735 eV. Its molar mass is 414.55 g/mol. The gap between HOMO and LUMO comes out at 9.36 eV.



Ranked by calculated energy, most stable first: run Q, run P.



Run P
A single C6H15BO2 molecule, computed with the ωB97M-V functional and the def2-TZVPD basis.

```
! RIJCOSX wB97M-V def2-TZVPD def2/J DEFGRID3
* xyz 0 1
H 1.4089 0.2474 -2.1468
C 1.7840 -1.4409 -0.0255
H 1.3991 0.1688 2.1536
O -1.0049 -1.2359 -0.0023
C -2.3712 -1.5771 -0.0003
H 1.4523 -1.9696 -0.9147
H -2.8753 -1.2105 0.8974
C 1.7225 0.6939 1.2577
C 1.2093 -0.0209 -0.0013
H 1.4484 -2.0006 0.8431
C 1.7281 0.7395 -1.2308
H 1.3369 1.7091 1.2959
O -0.9722 1.2151 -0.0008
H 2.8726 -1.4091 -0.0226
H 2.8109 0.7323 1.2542
H -2.8438 1.2295 -0.8976
B -0.4145 -0.0199 -0.0021
H 1.3418 1.7550 -1.2336
H 2.8165 0.7781 -1.2209
C -2.3304 1.5857 -0.0009
H -2.8497 1.2120 0.8850
H -2.8839 -1.1915 -0.8849
H -2.4245 -2.6679 -0.0115
H -2.3610 2.6775 0.0096
*
```

Its SMILES is COB(OC)C(C)(C)C. The value obtained for the highest occupied orbital energy is -9.979 eV. Its molar mass is 130.00 g/mol. The gap between HOMO and LUMO comes out at 10.60 eV.



Run Q
A single C6H15BO2 molecule, computed with the ωB97M-V functional and the def2-TZVPD basis.

```
! RIJCOSX wB97M-V def2-TZVPD def2/J DEFGRID3
* xyz 0 1
H -2.9011 -0.4091 1.4863
C 2.3406 -0.1594 0.4067
H 2.6168 0.8537 0.0251
H 0.4327 -1.4043 0.6629
C 1.0851 -1.1652 -1.5034
C 0.9088 -0.5456 -0.0528
H 1.7629 -1.9277 -1.5017
H -1.5275 -1.3861 1.5320
C 0.0502 1.4764 1.2201
H 3.1248 -0.9878 0.2099
H 0.9988 2.0320 1.3100
C -0.0413 0.6465 -0.0573
H 2.4766 -0.1526 1.4786
H -0.1631 0.9370 2.0899
B -1.5411 0.0791 -0.2161
H -0.4457 1.8598 -1.5403
O 0.3784 1.5917 -1.1258
C -2.2277 -0.8811 0.7543
H -0.7865 2.2254 0.9905
H 1.4291 -0.3840 -2.1107
H -3.1053 0.3561 -1.2964
H -2.7915 -1.7072 0.3763
H 0.1458 -1.4871 -1.8687
O -2.2198 0.5397 -1.2693
*
```

Its SMILES is CB(O)[C@](C)(O)C(C)C. The value obtained for the highest occupied orbital energy is -9.898 eV. Its molar mass is 130.00 g/mol. The gap between HOMO and LUMO comes out at 10.28 eV.



Ranked by calculated energy, most stable first: run P, run Q.